Here is a 7-piece molecular cluster, C3H19NO7S2 overall from the OMol25 dataset. Energies are from ωB97M-V/def2-TZVPD.

Output
- Molar mass: 245.3 Da
- HOMO energy (alpha / beta): -13.6 / -13.6 eV
- Gap between HOMO and LUMO (alpha / beta): 9.03 / 4.64 eV
- <S²>: 0.755
- F_max: 6.40 eV/Å
- E_tot: -40901.905 eV
- LUMO energy (alpha / beta): -0.16964 / -0.33102 Ha

Geometry as ORCA input:
```
! RIJCOSX wB97M-V def2-TZVPD def2/J DEFGRID3
* xyz 1 2
S -2.4250 -2.5006 -1.1853
S -2.7102 -1.0856 -2.4730
C -1.6275 0.3657 -2.3471
C -0.0457 0.0595 -2.1511
C 0.7647 0.7431 -1.1521
N 1.3623 -0.0635 -0.1477
O 1.0824 1.9126 -1.1974
H -2.8383 -2.1159 -0.0004
H -1.8751 1.0765 -3.2137
H -2.0701 1.0734 -1.5380
H 0.4945 0.2100 -3.0311
H -0.2511 -1.1548 -2.1626
H 1.2108 -0.9760 -0.2258
H 1.9700 0.2122 0.6244
H 4.0178 1.4846 1.1689
H 4.7496 0.4833 2.0285
O 3.8514 0.7189 1.8139
H 1.9510 1.9517 2.2190
H 1.4099 0.5573 2.4319
O 1.2648 1.5158 2.7844
H 2.4158 2.5726 -0.3117
H 3.0953 3.7871 -0.2264
O 3.1291 2.9559 0.1991
H -2.9329 2.1744 2.4132
H -1.5033 2.3242 2.0208
O -2.2806 2.7517 2.3474
H -0.4102 -0.6388 4.3670
H 0.3647 -0.5158 3.0419
O 0.0570 -1.1823 3.7154
H 2.0155 -3.0769 0.8548
H 0.5257 -3.0047 1.3381
O 1.1130 -3.1241 0.5458
*
```